# C25H60B2O7P

5 unconnected molecules or ions with the total composition C25H60B2O7P in a non-equilibrium geometry (the ωB97M-V functional and the def2-TZVPD basis, OMol25).

Results
Kohn-Sham gap in eV: 5.3
Total charge: -1
F_max in eV Å⁻¹: 2.6

```
95
Properties=species:S:1:pos:R:3:forces:R:3
C -0.689 -4.453 5.335 0.9 -0.3 -0.7
C -0.302 -3.798 4.372 0.3 -0.6 -0.2
C 0.259 -3.121 3.084 -0.6 -0.7 0.9
C 1.738 -2.530 3.229 -0.8 0.8 -1.2
C 1.621 -0.946 3.400 0.8 0.0 0.1
B 2.348 -0.368 4.794 0.2 -0.6 -0.5
O 1.982 -1.188 5.970 0.3 -0.5 0.5
C 3.966 -0.300 4.468 2.5 -0.5 -0.1
B 4.890 -0.447 5.780 -0.4 -0.2 -1.0
O 5.576 0.656 6.391 -1.5 -1.3 0.4
O 5.024 -1.799 6.296 -0.5 1.6 0.6
P 1.527 1.393 5.084 -0.7 1.1 0.6
C 1.260 1.700 6.955 -0.7 0.6 0.3
C 2.681 2.793 4.544 -0.7 0.3 -0.5
C 2.407 3.062 2.976 0.3 0.8 0.6
H -0.795 -5.230 6.138 -0.1 1.6 -1.3
H 0.248 -3.878 2.244 -0.2 0.5 1.1
H -0.494 -2.320 2.787 1.2 -0.9 0.4
H 2.371 -3.048 4.006 -0.9 0.5 -0.6
H 2.246 -2.731 2.225 -0.6 0.1 1.3
H 0.554 -0.559 3.440 1.1 -0.8 -0.5
H 2.226 -0.483 2.549 -1.2 -0.3 0.8
H 2.401 -2.067 5.954 -0.3 0.6 -0.2
H 4.205 -1.227 3.831 -0.3 1.0 0.7
H 4.289 0.587 3.836 -0.5 -0.8 0.7
H 5.399 0.608 7.351 0.6 0.1 -0.5
H 4.704 -1.848 7.218 0.4 0.0 -0.6
H 1.279 0.753 7.568 0.3 1.0 -0.7
H 1.926 2.521 7.370 -0.5 -1.1 -0.3
H 0.194 2.107 7.040 1.4 -0.5 0.0
H 2.308 3.734 5.074 0.7 -1.3 -0.4
H 3.768 2.586 4.772 -1.1 0.4 -0.3
H 1.349 2.779 2.670 1.4 0.2 0.5
H 2.498 4.193 2.835 0.0 -1.5 -0.2
H 3.166 2.540 2.319 -0.9 0.5 0.7
C -0.069 2.909 -2.544 0.0 -0.1 0.0
C 0.644 3.907 -1.647 0.0 -0.2 -0.1
O 1.362 3.297 -0.587 0.0 0.1 0.1
C 2.392 2.394 -0.963 0.0 0.0 0.0
C 3.480 3.035 -1.809 0.0 0.1 -0.1
H -0.758 2.294 -1.959 0.0 0.1 -0.1
H -0.634 3.430 -3.321 0.0 0.0 0.0
H 0.630 2.233 -3.040 0.0 0.0 -0.1
H -0.100 4.559 -1.184 0.1 -0.1 0.2
H 1.305 4.558 -2.229 0.0 0.0 -0.1
H 1.963 1.521 -1.466 0.0 0.0 -0.1
H 2.837 2.028 -0.035 -0.2 0.1 0.0
H 3.091 3.415 -2.756 0.0 -0.1 0.0
H 4.262 2.307 -2.035 0.0 0.0 0.0
H 3.929 3.878 -1.277 0.0 -0.1 0.0
C -4.673 -0.923 -3.850 -0.1 0.0 0.1
C -3.197 -0.563 -3.895 0.0 0.0 0.1
O -2.870 0.589 -3.134 0.0 0.2 -0.2
C -3.149 0.526 -1.740 0.0 -0.1 0.1
C -2.414 -0.593 -1.022 0.0 -0.1 -0.1
H -5.281 -0.086 -4.204 0.1 -0.1 0.0
H -4.871 -1.793 -4.481 0.0 0.1 0.0
H -5.004 -1.164 -2.839 0.0 -0.1 0.0
H -2.920 -0.340 -4.928 0.1 0.2 0.1
H -2.576 -1.410 -3.585 -0.1 -0.1 0.0
H -4.230 0.457 -1.574 0.0 -0.1 0.0
H -2.833 1.483 -1.319 0.0 0.0 -0.2
H -2.696 -1.577 -1.399 -0.1 0.0 0.1
H -2.635 -0.567 0.047 0.0 0.0 -0.1
H -1.334 -0.488 -1.159 -0.1 0.0 0.1
C -4.788 -6.088 -0.435 -0.1 0.0 0.1
C -3.316 -5.712 -0.487 0.0 0.0 0.1
O -2.995 -4.566 0.284 0.0 0.1 -0.2
C -3.264 -4.648 1.679 0.1 -0.1 0.1
C -2.513 -5.768 2.378 0.0 -0.2 -0.1
H -5.407 -5.252 -0.775 0.1 -0.1 0.0
H -4.982 -6.953 -1.074 0.0 0.1 0.0
H -5.109 -6.342 0.576 0.0 -0.1 0.0
H -3.049 -5.475 -1.519 0.1 0.2 0.1
H -2.685 -6.556 -0.190 -0.1 -0.1 0.0
H -4.343 -4.730 1.851 0.0 -0.1 0.0
H -2.955 -3.693 2.109 0.0 0.0 -0.2
H -2.789 -6.751 1.991 -0.1 0.0 0.0
H -2.727 -5.757 3.449 0.1 0.1 -0.1
H -1.436 -5.651 2.237 -0.1 0.0 0.1
C -1.155 2.307 -6.891 0.1 -0.1 0.1
C -1.242 3.808 -7.109 0.1 -0.1 0.0
O -0.204 4.535 -6.466 -0.1 0.2 0.1
C 1.123 4.224 -6.862 0.0 -0.1 0.0
C 1.388 4.459 -8.340 -0.1 0.0 -0.1
H -1.174 2.074 -5.822 -0.1 0.0 -0.1
H -1.995 1.802 -7.375 0.0 0.1 0.0
H -0.235 1.888 -7.301 0.0 0.0 -0.1
H -2.182 4.171 -6.687 0.2 0.1 0.1
H -1.269 4.050 -8.176 0.0 -0.1 -0.1
H 1.371 3.196 -6.577 0.0 0.0 -0.1
H 1.779 4.873 -6.279 -0.2 0.0 0.1
H 0.761 3.828 -8.973 0.1 -0.1 0.0
H 2.431 4.240 -8.578 0.0 0.0 0.0
H 1.179 5.498 -8.604 0.0 0.0 0.0
```
Positions in Å, forces in eV/Å.